1.
Density functional theory data (wB97M-V/def2-TZVPD) for a structure of composition C6H13DyO3 at a distorted geometry.

Total charge = +2
Energy relative to the best compared isomer or geometry (same formula, charge and spin) = 0.0 kJ/mol
2S+1 = 6
LUMO (alpha / beta) = -8.8 / -9.8 eV
Frontier orbital gap (alpha / beta) = 0.33839 / 0.29556 Ha
Total energy = -1346.50002 hartree
Expectation value of S² = 9.44
HOMO energy (alpha / beta) = -18.0 / -17.9 eV

```
23
Properties=species:S:1:pos:R:3:mulliken_spin:R:1
C 0.147 -2.219 2.095 0.003
O -0.098 -1.061 1.299 0.036
C 0.373 0.157 1.865 0.042
C -0.236 1.273 1.041 -0.012
O 0.458 2.453 1.192 -0.001
C 0.247 3.190 -0.006 0.002
C 0.357 2.117 -1.086 -0.006
O -0.064 0.938 -0.377 -0.042
H -0.127 -3.091 1.493 0.006
H 1.211 -2.267 2.364 0.001
H -0.474 -2.177 3.000 -0.003
H 1.470 0.201 1.803 0.004
H 0.041 0.232 2.909 -0.002
H -1.310 1.408 1.255 -0.004
H 1.022 3.957 -0.084 0.001
H -0.753 3.647 -0.002 0.000
H 1.389 1.940 -1.413 0.001
H -0.297 2.292 -1.945 0.008
Dy -0.367 -1.270 -0.967 4.370
C 0.826 -2.210 -2.875 0.566
H 1.913 -2.283 -2.696 0.011
H 0.471 -3.233 -3.087 0.016
H 0.674 -1.625 -3.799 0.005
```


2.
Density functional theory data (wB97M-V/def2-TZVPD) for the molecule C6H8.

Energy relative to the best compared isomer or geometry (same formula, charge and spin) = 355.6 kJ/mol
LUMO = -0.3 eV
Frontier orbital gap = 0.28138 Ha
Total energy = -233.25158 hartree
HOMO energy = -7.9 eV

```
14
Properties=species:S:1:pos:R:3:nbo_charge:R:1
C -1.894 1.412 -1.734 -0.258
C -1.398 0.872 -0.611 -0.371
C -0.274 -0.045 -0.616 0.060
C 0.494 -0.063 0.604 -0.399
C 0.830 -1.480 1.136 -0.351
C 1.887 -0.700 0.487 -0.373
H -1.882 1.141 0.336 0.187
H -2.735 2.102 -1.710 0.193
H -1.464 1.203 -2.710 0.203
H 0.375 0.674 1.407 0.196
H 0.838 -1.557 2.220 0.222
H 0.387 -2.322 0.616 0.233
H 2.670 -0.260 1.097 0.221
H 2.165 -0.977 -0.524 0.237
```


3.
Density functional theory data (wB97M-V/def2-TZVPD) for a cluster of 2 separate species, C4H12N2O2 in total at a distorted geometry.

Energy relative to the best compared isomer or geometry (same formula, charge and spin) = 249.6 kJ/mol
LUMO = 0.7 eV
Frontier orbital gap = 0.34608 Ha
Total energy = -419.55342 hartree
HOMO energy = -8.7 eV
SMILES string = CNCC(=O)NC.O

```
20
Properties=species:S:1:pos:R:3:nbo_charge:R:1
C -2.040 -1.938 -0.980 -0.419
N -1.425 -0.725 -1.429 -0.629
C 0.076 -0.664 -1.144 -0.327
C 0.125 0.007 0.277 0.668
O -0.758 0.711 0.605 -0.640
N 1.218 -0.145 1.013 -0.614
C 2.468 -0.707 0.415 -0.421
H -2.919 -1.975 -1.615 0.209
H -2.166 -2.154 0.016 0.170
H -1.424 -2.828 -1.201 0.179
H -1.871 0.113 -1.119 0.385
H 0.464 -1.775 -1.064 0.204
H 0.503 -0.015 -1.850 0.222
H 1.316 0.202 1.929 0.399
H 2.186 -1.466 -0.282 0.209
H 3.126 0.077 -0.018 0.202
H 3.114 -1.195 1.202 0.209
O 0.167 3.228 1.119 -0.948
H -0.158 3.070 0.219 0.470
H 0.239 2.331 1.502 0.474
```


4.
Density functional theory data (wB97M-V/def2-TZVPD) for a structure of composition C25H22KN5O3S.

Energy relative to the best compared isomer or geometry (same formula, charge and spin) = 21.0 kJ/mol
LUMO = 0.2 eV
Frontier orbital gap = 0.31628 Ha
Total energy = -2463.57132 hartree
HOMO energy = -8.4 eV

```
57
Properties=species:S:1:pos:R:3:nbo_charge:R:1
K 0.001 0.040 -1.016 0.925
C 1.053 0.571 2.039 -0.256
N 0.012 1.389 1.429 -0.434
C 0.399 2.792 1.301 -0.267
C -0.582 3.558 0.449 0.215
C -1.234 4.686 0.926 -0.256
C -2.141 5.337 0.106 -0.159
C -2.368 4.839 -1.165 -0.261
C -1.660 3.714 -1.563 0.050
N -0.786 3.085 -0.784 -0.443
C -1.247 1.249 2.156 -0.257
C -2.475 1.376 1.282 0.219
C -3.559 2.156 1.659 -0.254
C -4.693 2.160 0.863 -0.158
C -4.711 1.377 -0.277 -0.264
C -3.579 0.633 -0.579 0.050
N -2.481 0.637 0.171 -0.453
C 2.360 0.470 1.277 0.205
C 3.435 -0.163 1.893 -0.241
C 4.600 -0.357 1.178 -0.131
C 4.668 0.096 -0.130 -0.238
C 3.557 0.722 -0.658 0.052
N 2.425 0.908 0.023 -0.493
H 0.658 -0.448 2.100 0.222
H 1.275 0.891 3.071 0.183
H 1.372 2.827 0.814 0.251
H 0.482 3.270 2.291 0.169
H -1.042 5.041 1.931 0.219
H -2.667 6.215 0.457 0.219
H -3.070 5.312 -1.838 0.223
H -1.797 3.295 -2.554 0.195
H -1.312 1.962 2.993 0.178
H -1.284 0.248 2.591 0.225
H -3.507 2.757 2.558 0.218
H -5.550 2.764 1.132 0.219
H -5.579 1.339 -0.920 0.223
H -3.544 0.001 -1.460 0.205
H 3.343 -0.515 2.913 0.215
H 5.437 -0.875 1.626 0.221
H 5.552 -0.061 -0.732 0.228
H 3.559 1.082 -1.681 0.197
O 3.308 -2.860 -2.898 -0.949
S 2.571 -3.027 -1.675 2.300
O 3.308 -2.876 -0.443 -0.968
N 1.238 -2.119 -1.649 -0.964
C 0.114 -2.834 -1.548 0.619
O -1.013 -2.334 -1.421 -0.709
C 0.363 -4.317 -1.580 -0.153
C -0.572 -5.332 -1.534 -0.170
C -0.122 -6.646 -1.581 -0.211
C 1.238 -6.925 -1.668 -0.201
C 2.177 -5.899 -1.710 -0.219
C 1.714 -4.601 -1.665 -0.222
H -1.624 -5.084 -1.466 0.230
H -0.835 -7.460 -1.550 0.213
H 1.573 -7.953 -1.706 0.214
H 3.235 -6.114 -1.778 0.228
```


5.
Density functional theory data (wB97M-V/def2-TZVPD) for a cluster of 3 separate species, C16H27F2NO8P in total at a distorted geometry.

2S+1 = 2
LUMO (alpha / beta) = 0.4 / -0.2 eV
Frontier orbital gap (alpha / beta) = 0.30414 / 0.28190 Ha
Total energy = -1823.39660 hartree
Expectation value of S² = 0.75
HOMO energy (alpha / beta) = -7.8 / -7.8 eV

```
55
Properties=species:S:1:pos:R:3:nbo_charge:R:1
C 1.082 1.531 2.663 -1.000
P 0.255 3.078 1.892 0.987
O -1.399 3.040 2.480 -0.983
C 0.291 2.993 -0.054 -0.499
C -0.848 1.904 -0.499 -0.444
C -0.223 0.707 -1.426 0.112
C 0.369 -0.499 -0.491 -0.663
C -1.523 0.048 -2.250 -0.634
N 0.705 1.240 -2.482 -0.052
O 0.902 0.400 -3.508 -0.350
C 1.967 1.856 -1.944 0.115
C 2.408 3.031 -3.050 -0.630
C 3.259 0.857 -1.826 -0.650
C 1.823 2.635 -0.509 -0.449
H 0.399 0.911 3.383 0.257
H 2.069 1.865 3.240 0.264
H 1.451 0.792 1.817 0.222
H -1.337 3.532 3.372 0.499
H -0.022 4.048 -0.493 0.250
H -1.630 2.492 -1.182 0.224
H -1.491 1.473 0.397 0.239
H 0.249 -1.569 -1.007 0.239
H -0.343 -0.557 0.466 0.223
H 1.448 -0.321 -0.066 0.217
H -1.849 0.814 -3.104 0.224
H -1.223 -0.969 -2.796 0.233
H -2.418 -0.220 -1.525 0.223
H 2.878 2.460 -3.971 0.228
H 3.246 3.742 -2.633 0.216
H 1.450 3.585 -3.435 0.226
H 3.330 0.024 -2.644 0.250
H 4.226 1.541 -1.977 0.223
H 3.403 0.366 -0.755 0.210
H 2.447 2.028 0.281 0.229
H 2.388 3.681 -0.622 0.241
C 2.784 -3.500 3.904 -0.132
C 1.649 -2.587 3.587 0.440
O 2.131 -1.318 3.963 -0.482
C 3.481 -1.387 3.794 0.959
O 4.217 -0.415 3.752 -0.562
O 3.911 -2.680 3.669 -0.473
F 0.570 -2.877 4.349 -0.322
H 2.785 -3.827 4.949 0.205
H 2.801 -4.383 3.260 0.211
H 1.365 -2.575 2.529 0.159
C -5.279 -1.994 -2.023 -0.132
C -6.274 -2.808 -1.270 0.440
O -5.507 -3.873 -0.755 -0.477
C -4.254 -3.362 -0.596 0.959
O -3.381 -3.887 0.076 -0.561
O -4.096 -2.185 -1.274 -0.477
F -7.209 -3.320 -2.102 -0.323
H -5.123 -2.355 -3.045 0.207
H -5.552 -0.936 -2.063 0.211
H -6.760 -2.274 -0.446 0.156
```


6.
Density functional theory data (wB97M-V/def2-TZVPD) for a structure of composition C27H31BClF3O2 at a distorted geometry.

Energy relative to the best compared isomer or geometry (same formula, charge and spin) = 0.0 kJ/mol
LUMO = -1.6 eV
Frontier orbital gap = 0.22957 Ha
Total energy = -1982.50355 hartree
HOMO energy = -7.9 eV

```
65
Properties=species:S:1:pos:R:3:nbo_charge:R:1
C 2.785 -0.041 -2.363 -0.634
C 3.312 -0.302 -0.960 0.265
C 4.570 -1.170 -1.082 -0.628
C 3.444 1.031 -0.068 0.238
C 4.870 1.246 0.441 -0.625
C 3.004 2.314 -0.736 -0.618
O 2.547 0.857 1.045 -0.743
B 1.975 -0.408 0.910 1.066
C -2.449 0.589 -1.430 0.018
C -3.152 1.318 -0.448 -0.205
C -4.150 0.694 0.273 -0.189
C -4.528 -0.616 -0.076 -0.112
C -5.797 -1.195 0.487 0.970
F -6.385 -2.061 -0.396 -0.328
F -5.556 -1.896 1.645 -0.337
F -6.731 -0.244 0.779 -0.324
C -3.786 -1.365 -0.973 -0.188
C -2.764 -0.750 -1.656 -0.240
C -1.493 1.292 -2.266 -0.256
C -0.748 0.671 -3.413 -0.410
C -1.971 1.462 -3.704 -0.399
O 2.364 -1.085 -0.265 -0.750
H 3.564 0.435 -2.967 0.205
H 2.519 -0.989 -2.847 0.219
H 1.889 0.585 -2.361 0.219
H 5.452 -0.585 -1.366 0.207
H 4.777 -1.708 -0.150 0.216
H 4.414 -1.919 -1.868 0.216
H 5.516 1.517 -0.414 0.207
H 4.889 2.079 1.147 0.218
H 5.286 0.363 0.934 0.216
H 3.680 2.567 -1.556 0.206
H 1.972 2.273 -1.104 0.213
H 3.047 3.118 0.006 0.216
H -2.833 2.336 -0.236 0.222
H -4.626 1.197 1.101 0.233
H -4.013 -2.423 -1.170 0.233
H -2.193 -1.320 -2.384 0.218
H -1.044 2.194 -1.814 0.229
H 0.183 1.144 -3.735 0.226
H -0.783 -0.417 -3.543 0.217
H -2.865 0.902 -3.996 0.217
H -1.848 2.423 -4.205 0.218
Cl -3.253 2.164 4.703 0.044
C -2.265 1.377 3.559 0.002
C -2.520 0.048 3.228 -0.266
C -1.762 -0.562 2.243 -0.122
C -0.769 0.151 1.489 -0.234
C 0.013 -0.459 0.382 0.167
C 1.819 -1.247 2.292 -0.706
C 1.840 -2.688 1.852 -0.445
C 0.681 -2.914 0.919 -0.149
C -0.103 -1.918 0.343 -0.392
C -0.471 1.463 1.922 -0.062
C -1.229 2.080 2.915 -0.280
H -3.301 -0.514 3.753 0.238
H -1.936 -1.618 2.033 0.233
H 2.640 -0.957 2.950 0.242
H 0.895 -0.994 2.813 0.226
H 2.786 -2.956 1.359 0.218
H 1.797 -3.348 2.717 0.210
H 0.393 -3.960 0.780 0.206
H -0.978 -2.303 -0.191 0.256
H 0.409 1.949 1.503 0.240
H -1.025 3.093 3.221 0.230
```


7.
Density functional theory data (wB97M-V/def2-TZVPD) for the molecule CH2ClNO at a distorted geometry.

Energy relative to the best compared isomer or geometry (same formula, charge and spin) = 358.2 kJ/mol
2S+1 = 3
LUMO (alpha / beta) = 0.9 / -3.2 eV
Frontier orbital gap (alpha / beta) = 0.27376 / 0.27753 Ha
Total energy = -629.20547 hartree
Expectation value of S² = 2.01
HOMO energy (alpha / beta) = -6.5 / -10.8 eV

```
6
Properties=species:S:1:pos:R:3:nbo_charge:R:1
C 0.477 -0.407 0.044 0.002
N -0.194 0.646 -0.596 -0.040
O 0.550 0.911 0.516 -0.268
Cl -1.944 0.673 -0.123 -0.097
H -0.205 -0.927 0.754 0.195
H 1.315 -0.895 -0.594 0.208
```


8.
Density functional theory data (wB97M-V/def2-TZVPD) for the molecule C3H4N2O3 at a distorted geometry.

Energy relative to the best compared isomer or geometry (same formula, charge and spin) = 781.8 kJ/mol
LUMO = -0.2 eV
Frontier orbital gap = 0.32274 Ha
Total energy = -451.68198 hartree
HOMO energy = -9.0 eV
SMILES string = O/N=c1\ccn(O)o1

```
12
Properties=species:S:1:pos:R:3:nbo_charge:R:1
O -1.489 -1.806 1.246 -0.593
N -1.446 -0.413 1.193 -0.176
C -0.509 -0.249 0.468 0.427
C 0.237 -1.122 -0.471 -0.339
C 1.372 -0.299 -0.708 0.022
N 1.033 1.069 -0.217 0.099
O 1.086 1.727 -1.616 -0.606
O -0.275 1.017 0.177 -0.317
H -2.421 -1.967 1.465 0.477
H 0.412 -2.261 -0.140 0.273
H 2.508 -0.520 -0.869 0.256
H 1.207 2.674 -1.483 0.476
```


Copy entry 1 word for word.
Density functional theory data (wB97M-V/def2-TZVPD) for a structure of composition C6H13DyO3 at a distorted geometry.

Total charge = +2
Energy relative to the best compared isomer or geometry (same formula, charge and spin) = 0.0 kJ/mol
2S+1 = 6
LUMO (alpha / beta) = -8.8 / -9.8 eV
Frontier orbital gap (alpha / beta) = 0.33839 / 0.29556 Ha
Total energy = -1346.50002 hartree
Expectation value of S² = 9.44
HOMO energy (alpha / beta) = -18.0 / -17.9 eV

```
23
Properties=species:S:1:pos:R:3:mulliken_spin:R:1
C 0.147 -2.219 2.095 0.003
O -0.098 -1.061 1.299 0.036
C 0.373 0.157 1.865 0.042
C -0.236 1.273 1.041 -0.012
O 0.458 2.453 1.192 -0.001
C 0.247 3.190 -0.006 0.002
C 0.357 2.117 -1.086 -0.006
O -0.064 0.938 -0.377 -0.042
H -0.127 -3.091 1.493 0.006
H 1.211 -2.267 2.364 0.001
H -0.474 -2.177 3.000 -0.003
H 1.470 0.201 1.803 0.004
H 0.041 0.232 2.909 -0.002
H -1.310 1.408 1.255 -0.004
H 1.022 3.957 -0.084 0.001
H -0.753 3.647 -0.002 0.000
H 1.389 1.940 -1.413 0.001
H -0.297 2.292 -1.945 0.008
Dy -0.367 -1.270 -0.967 4.370
C 0.826 -2.210 -2.875 0.566
H 1.913 -2.283 -2.696 0.011
H 0.471 -3.233 -3.087 0.016
H 0.674 -1.625 -3.799 0.005
```


Q: total energy of number 4 (C25H22KN5O3S)?
A: -2463.57132 hartree


Q: Among the records above, which one has the highest total energy?
A: C6H8